[1]
Computed, not measured: a molecular structure, C25H21N5O2PtS5, with ωB97M-V with the def2-TZVPD basis set.

Each line ends with the natural charge from an NBO analysis.
Geometry (Å):
Pt (0.2273, 0.9184, 0.4026)  0.74
S (1.4081, -0.1843, 2.1667)  -0.09
C (1.6454, 1.1166, 3.2947)  -0.29
C (2.0943, 0.7475, 4.6004)  0.25
N (2.4650, 0.4230, 5.6394)  -0.28
C (1.4499, 2.4105, 2.9553)  -0.29
S (0.9631, 2.8785, 1.3481)  0.05
C (1.6236, 3.4826, 3.8816)  0.25
N (1.7441, 4.3564, 4.6195)  -0.28
C (-0.1228, -2.4817, 0.8259)  -0.68
C (-0.8096, -1.9766, -0.3969)  0.30
C (-1.4997, -2.9286, -1.1880)  -0.26
C (-2.1785, -2.5388, -2.2923)  -0.09
C (-2.1812, -1.1757, -2.6609)  -0.12
C (-2.9084, -0.7199, -3.7802)  -0.19
C (-2.8945, 0.6046, -4.1094)  -0.19
C (-2.1337, 1.5051, -3.3519)  -0.21
C (-1.3988, 1.0914, -2.2641)  -0.18
S (-0.4245, 2.2603, -1.4073)  -0.11
C (-1.4379, -0.2736, -1.8686)  0.23
N (-0.7724, -0.6986, -0.7307)  -0.50
H (-0.5428, -3.4411, 1.1213)  0.23
H (-0.2252, -1.7917, 1.6577)  0.26
H (0.9442, -2.6219, 0.6304)  0.25
H (-1.4824, -3.9626, -0.8742)  0.23
H (-2.7253, -3.2526, -2.8965)  0.22
H (-3.4773, -1.4363, -4.3588)  0.22
H (-3.4674, 0.9681, -4.9519)  0.22
H (-2.1138, 2.5528, -3.6239)  0.23
S (2.2414, -0.1012, -0.9732)  -0.21
C (3.1750, 1.0404, -1.8318)  0.35
N (4.4318, 0.7174, -2.1662)  -0.58
C (5.2979, 1.5565, -2.9874)  -0.22
C (4.4325, 2.4516, -3.8578)  -0.42
C (3.4692, 3.2006, -2.9515)  -0.22
N (2.7048, 2.2299, -2.1802)  -0.60
H (4.7398, -0.1948, -1.8748)  0.42
H (5.9412, 0.9114, -3.5838)  0.22
H (5.9355, 2.1679, -2.3427)  0.20
H (3.8606, 1.8357, -4.5551)  0.22
H (5.0481, 3.1422, -4.4314)  0.23
H (2.7672, 3.8071, -3.5212)  0.22
H (4.0163, 3.8653, -2.2770)  0.20
H (1.7249, 2.4009, -1.9690)  0.44
O (-4.1736, -4.1480, 4.3986)  -0.67
C (-2.9952, -3.4976, 4.5471)  0.76
O (-2.1625, -3.9259, 5.2919)  -0.55
C (-2.8113, -2.2534, 3.7354)  -0.12
C (-1.9226, -1.2897, 4.2091)  -0.17
C (-1.6772, -0.1474, 3.4713)  -0.20
C (-2.2651, 0.0178, 2.2164)  -0.19
S (-1.9102, 1.4147, 1.1881)  0.03
C (-3.1686, -0.9362, 1.7534)  -0.23
C (-3.4523, -2.0581, 2.5161)  -0.22
H (-4.7795, -3.6206, 3.8646)  0.48
H (-1.4361, -1.4502, 5.1618)  0.25
H (-1.0218, 0.6241, 3.8547)  0.24
H (-3.6375, -0.7959, 0.7872)  0.23
H (-4.1415, -2.7961, 2.1197)  0.21

Its relative energy (zero: lowest compared OMol25 entry of this formula, charge and spin) is 39.6 kJ/mol. Its HOMO-LUMO gap is 6.29 eV. Its multiplicity is 1. The charge is 0. Its HOMO energy is -0.27811 Eh. The calculated total energy comes out at -95237.21767 eV.

***

[2]
Computed, not measured: a molecular structure, C25H22ClO3Pb in a non-equilibrium geometry, with ωB97M-V with the def2-TZVPD basis set.

Each line ends with the natural charge from an NBO analysis.
Geometry (Å):
C (0.7318, -1.8126, 2.0052)  -0.27
C (-0.6317, -2.0381, 1.5074)  -0.28
C (-0.5510, -2.3978, 0.0808)  -0.44
H (-1.6048, -1.9296, 2.0235)  0.28
C (0.8903, -2.3725, -0.2888)  -0.46
C (1.6694, -1.9865, 0.9039)  -0.34
H (2.7708, -1.8581, 0.9762)  0.22
H (1.0597, -1.4842, 3.0059)  0.25
H (-1.4259, -2.5687, -0.5869)  0.22
H (1.2879, -2.5480, -1.3072)  0.22
C (-0.7366, 2.1794, 0.6430)  -0.42
C (-0.3514, 1.6970, 1.9692)  -0.26
C (1.0955, 1.5119, 2.0226)  -0.32
H (-1.0870, 1.4686, 2.7564)  0.28
C (1.6481, 1.9124, 0.7370)  -0.36
C (0.5233, 2.3455, -0.1275)  -0.46
H (0.5841, 2.6181, -1.2048)  0.22
H (-1.7743, 2.3512, 0.2854)  0.23
H (1.6609, 1.0944, 2.8814)  0.23
H (2.7197, 1.8638, 0.4476)  0.22
Pb (0.1272, -0.0485, -0.0871)  1.18
O (-0.0301, -0.2038, -3.5752)  -0.48
C (-1.1615, -0.9516, -4.0630)  -0.10
C (0.1794, -0.9892, -4.7968)  0.03
H (-1.3992, -1.8627, -3.4831)  0.20
H (-1.9849, -0.3828, -4.5509)  0.19
H (0.7831, -1.9050, -4.7032)  0.20
H (1.0872, -2.0089, -7.1308)  0.21
C (0.8337, -0.9438, -7.2412)  -0.22
C (0.3426, -0.2537, -6.0960)  -0.04
C (-0.0055, 1.1132, -6.1969)  -0.22
H (-0.3621, 1.6602, -5.3071)  0.24
C (0.1552, 1.7796, -7.4213)  -0.19
H (-0.0965, 2.8450, -7.4916)  0.21
C (0.6373, 1.0952, -8.5553)  -0.23
H (0.7560, 1.6158, -9.5124)  0.21
C (0.9747, -0.2677, -8.4622)  -0.21
H (1.3534, -0.8212, -9.3294)  0.21
Cl (0.0196, 1.6037, 9.5690)  -0.02
C (-0.3587, 0.9213, 8.0393)  -0.07
C (-1.2111, -0.1808, 7.9609)  -0.25
C (-1.5093, -0.7267, 6.7108)  -0.17
C (-0.9695, -0.1848, 5.5460)  -0.13
C (-0.1060, 0.9276, 5.6463)  -0.16
C (0.2013, 1.4852, 6.8857)  -0.24
C (-1.3199, -0.8322, 4.2701)  0.74
O (-2.1125, -1.8050, 4.2009)  -0.73
O (-0.6869, -0.2244, 3.2483)  -0.83
H (-1.6378, -0.6095, 8.8680)  0.21
H (-2.1686, -1.5850, 6.6372)  0.24
H (0.3241, 1.3484, 4.7414)  0.24
H (0.8664, 2.3461, 6.9493)  0.21

Its HOMO-LUMO gap is 6.39 eV. Its multiplicity is 1. The charge is -1. Its HOMO energy is -0.15315 Eh. The calculated total energy comes out at -50190.62817 eV.

***

[3]
Computed, not measured: a molecular structure, C25H22CoF3IN7O6S, with ωB97M-V with the def2-TZVPD basis set.

Each line ends with the natural charge from an NBO analysis.
Geometry (Å):
Co (0.4498, -0.5479, -0.6438)  1.28
N (3.6188, 2.1604, 0.0744)  -0.35
C (2.3598, 2.0526, -0.3751)  0.22
N (1.9703, 0.8135, -0.2304)  -0.52
C (3.0424, 0.1941, 0.3227)  0.31
N (4.0793, 0.9694, 0.5162)  -0.26
C (2.9058, -1.2155, 0.6715)  0.17
C (3.9263, -2.0014, 1.1805)  0.04
N (3.7341, -3.2741, 1.5017)  -0.37
C (2.5112, -3.7563, 1.3110)  -0.01
C (1.4837, -2.9864, 0.7882)  0.03
N (1.6860, -1.7170, 0.4666)  -0.39
H (4.2146, 2.9682, 0.0891)  0.41
H (1.7786, 2.8604, -0.7855)  0.24
H (4.9112, -1.5792, 1.3327)  0.21
H (2.3387, -4.7941, 1.5669)  0.20
H (0.4959, -3.3900, 0.6219)  0.23
I (1.5852, 2.1337, -3.6149)  0.13
C (-0.3148, 1.9449, -4.4997)  -0.08
C (-0.3967, 2.5882, -5.7069)  -0.29
C (-1.5702, 2.5132, -6.4791)  -0.21
C (-2.6195, 1.7738, -6.0280)  -0.22
C (-2.5601, 1.0894, -4.7885)  0.05
C (-3.6628, 0.3008, -4.3892)  -0.30
C (-3.6079, -0.3816, -3.2077)  -0.17
C (-2.4920, -0.2843, -2.3707)  -0.36
C (-1.3892, 0.4939, -2.6915)  0.46
C (-1.3938, 1.1843, -3.9680)  -0.22
H (0.4521, 3.1464, -6.0762)  0.21
H (-1.6173, 3.0265, -7.4316)  0.20
H (-3.5265, 1.6832, -6.6147)  0.20
H (-4.5273, 0.2441, -5.0396)  0.19
H (-4.4447, -0.9962, -2.8949)  0.20
H (-2.4831, -0.7858, -1.4178)  0.25
C (0.0655, 3.0964, 3.5317)  -0.61
C (0.3864, 1.9356, 4.4665)  -0.37
C (-0.2017, 0.5955, 3.9922)  -0.27
C (0.1683, -0.5148, 4.9922)  -0.36
C (-0.4152, -1.8759, 4.6296)  -0.62
C (-1.7066, 0.7245, 3.9711)  0.72
O (-2.3545, 1.0297, 4.9566)  -0.63
N (-2.2958, 0.4569, 2.7789)  -0.66
C (-1.6535, 0.0985, 1.5742)  0.79
O (-2.3822, -0.1534, 0.6326)  -0.64
N (-0.2987, 0.0288, 1.5211)  -0.74
C (0.4364, 0.2466, 2.6345)  0.70
O (1.6653, 0.1841, 2.6353)  -0.69
H (0.5527, 4.0124, 3.8694)  0.21
H (-1.0087, 3.2884, 3.4896)  0.21
H (0.4119, 2.8885, 2.5164)  0.21
H (-0.0058, 2.1343, 5.4656)  0.21
H (1.4661, 1.8007, 4.5385)  0.22
H (-0.1797, -0.2032, 5.9789)  0.21
H (1.2578, -0.5678, 5.0131)  0.22
H (-1.5057, -1.8700, 4.6873)  0.21
H (-0.0505, -2.6472, 5.3092)  0.21
H (-0.1324, -2.1672, 3.6148)  0.21
H (-3.3025, 0.5069, 2.7261)  0.42
F (-1.5495, -3.5293, -3.2902)  -0.33
C (-0.5332, -3.1740, -2.4978)  0.72
F (0.0658, -4.2958, -2.0713)  -0.33
F (-1.0827, -2.5890, -1.3909)  -0.35
S (0.6872, -1.9878, -3.3563)  1.52
O (1.4325, -1.5851, -2.0828)  -1.06
O (1.4910, -2.9318, -4.1383)  -0.98
O (-0.3660, 0.6334, -1.8875)  -0.84

Its relative energy (zero: lowest compared OMol25 entry of this formula, charge and spin) is 23.8 kJ/mol. Its HOMO-LUMO gap (alpha / beta) is 6.44 / 6.43 eV. Its multiplicity is 2. The charge is -1. Its HOMO energy (alpha / beta) is -0.16197 / -0.16151 Eh. The calculated total energy comes out at -113718.23129 eV.